[1]
C45H131N3O33 | ωB97M-V with the def2-TZVPD basis set

Computed properties:
orbital gap = 9.0 eV
HOMO level = -8.9 eV
strongest force on any atom = 0.047 Eh/bohr
E_LUMO = 0.06 eV

Atoms and positions in Å:
C (16.77, 14.47, 11.72)
O (11.84, 16.84, 9.61)
H (15.09, 13.29, 11.26)
H (11.53, 26.91, 10.76)
C (12.82, 11.33, 18.55)
C (16.35, 15.25, 16.87)
O (9.19, 19.89, 18.04)
H (15.92, 11.57, 16.59)
H (12.40, 25.03, 13.71)
C (15.01, 26.95, 24.36)
H (16.08, 9.14, 16.12)
C (15.98, 13.65, 10.69)
H (15.36, 15.54, 12.63)
H (14.56, 19.48, 15.78)
O (14.07, 22.05, 9.22)
H (13.45, 12.77, 16.44)
H (10.73, 11.98, 15.88)
C (15.05, 17.77, 14.76)
H (18.47, 17.51, 18.95)
H (13.38, 11.43, 14.47)
O (15.54, 23.78, 10.84)
H (13.27, 24.83, 18.61)
H (17.78, 18.19, 21.57)
O (11.50, 25.74, 18.97)
H (9.67, 21.86, 18.22)
O (15.60, 14.28, 9.48)
C (18.03, 16.08, 20.41)
O (14.32, 12.67, 15.97)
O (17.48, 21.78, 18.22)
H (19.58, 21.01, 15.12)
C (10.18, 20.88, 18.36)
C (17.61, 23.34, 14.74)
H (15.45, 27.31, 21.74)
H (13.86, 22.96, 16.88)
H (11.11, 20.97, 12.44)
H (9.96, 10.70, 18.53)
H (13.74, 27.54, 22.16)
C (13.97, 12.37, 14.60)
C (12.44, 24.15, 20.44)
C (10.70, 20.47, 10.42)
H (10.62, 20.87, 19.37)
H (14.92, 25.14, 20.74)
C (10.22, 20.73, 11.87)
H (17.66, 14.76, 11.15)
H (12.15, 10.69, 19.16)
O (13.89, 21.52, 15.47)
O (19.21, 12.49, 16.60)
H (20.62, 13.14, 17.86)
H (15.54, 20.46, 19.54)
H (12.32, 24.04, 12.24)
H (14.66, 21.38, 11.12)
H (19.58, 21.07, 13.36)
C (9.96, 16.77, 15.15)
C (15.36, 20.51, 18.47)
C (12.25, 24.58, 18.99)
C (16.07, 22.66, 10.20)
H (10.93, 12.62, 20.52)
H (14.23, 17.12, 16.69)
O (18.29, 18.46, 20.80)
H (9.78, 17.58, 13.43)
H (18.29, 12.15, 16.63)
H (17.10, 17.23, 12.11)
O (10.87, 23.71, 13.74)
N (12.10, 12.14, 17.57)
H (8.16, 12.18, 19.64)
H (16.58, 23.62, 15.03)
H (14.47, 12.59, 18.79)
C (9.76, 11.44, 17.74)
H (14.50, 14.87, 14.63)
H (11.29, 19.56, 10.44)
H (12.69, 18.42, 14.59)
O (15.50, 15.70, 15.89)
H (16.10, 17.91, 14.47)
H (9.73, 15.82, 15.62)
C (8.28, 12.88, 18.82)
H (10.23, 23.31, 13.12)
C (11.43, 26.32, 17.73)
O (16.07, 15.71, 12.00)
C (10.99, 25.61, 12.17)
C (12.52, 16.96, 10.85)
H (11.05, 16.29, 9.73)
H (16.86, 22.29, 10.85)
H (15.50, 20.16, 13.54)
C (10.98, 11.54, 16.86)
H (18.04, 21.56, 18.97)
C (17.87, 17.46, 19.87)
C (19.49, 20.39, 14.22)
C (15.05, 21.54, 10.09)
H (14.19, 11.54, 20.20)
O (11.44, 21.55, 9.94)
H (12.57, 21.01, 13.92)
C (13.72, 22.87, 15.80)
H (15.99, 15.51, 17.90)
H (12.73, 23.22, 15.53)
H (13.50, 10.63, 17.97)
O (12.00, 19.62, 17.44)
H (14.05, 26.51, 20.07)
H (15.46, 20.63, 9.65)
H (16.01, 17.53, 16.68)
H (18.11, 23.14, 16.59)
H (13.72, 19.50, 17.92)
C (11.73, 24.57, 12.98)
H (16.62, 12.80, 10.43)
H (11.92, 13.50, 21.72)
C (17.05, 18.90, 11.11)
H (12.14, 25.83, 21.39)
H (9.42, 17.56, 15.67)
H (17.82, 15.29, 19.67)
C (13.65, 21.21, 14.13)
H (17.77, 9.49, 15.99)
C (11.92, 12.71, 20.99)
H (14.09, 27.46, 24.65)
O (14.84, 26.11, 23.26)
O (11.78, 18.11, 14.39)
H (16.40, 15.84, 21.50)
H (10.74, 20.91, 16.33)
O (21.06, 10.46, 17.27)
H (8.61, 21.85, 11.42)
C (14.46, 19.94, 13.78)
H (19.07, 12.81, 18.62)
H (11.94, 17.45, 11.60)
C (20.17, 11.00, 18.29)
H (19.06, 16.03, 20.73)
H (17.37, 15.64, 16.71)
N (14.31, 19.00, 14.90)
H (18.24, 19.14, 13.51)
H (13.18, 23.34, 20.41)
H (16.44, 18.29, 10.41)
H (14.33, 17.64, 20.34)
C (11.40, 16.93, 15.14)
H (17.57, 22.38, 14.23)
H (13.64, 16.70, 19.03)
O (17.75, 17.98, 11.98)
H (15.81, 27.68, 24.14)
C (11.24, 20.85, 17.31)
H (17.84, 19.43, 10.58)
H (14.19, 14.80, 20.44)
O (12.99, 13.14, 20.16)
O (18.52, 23.31, 15.75)
O (9.47, 21.97, 11.84)
H (11.76, 16.05, 14.62)
O (9.51, 12.73, 18.24)
O (14.67, 19.31, 18.03)
H (15.41, 15.23, 9.65)
O (14.68, 15.67, 20.54)
H (20.67, 11.05, 19.27)
H (10.84, 25.80, 16.97)
C (13.72, 12.17, 19.45)
H (14.60, 17.16, 13.99)
O (9.53, 16.72, 13.77)
H (16.52, 22.85, 9.24)
H (11.29, 10.50, 16.69)
O (18.28, 19.72, 14.31)
H (15.34, 26.44, 25.24)
H (12.71, 15.99, 11.35)
H (16.43, 19.65, 11.64)
H (11.84, 23.79, 18.34)
H (13.21, 21.64, 9.25)
H (12.86, 16.68, 20.64)
C (16.79, 9.94, 15.91)
C (14.12, 25.86, 20.97)
H (9.70, 19.88, 12.31)
O (16.73, 11.05, 16.75)
H (16.80, 17.58, 19.56)
H (19.29, 10.32, 18.37)
H (16.37, 14.16, 16.75)
H (11.00, 27.31, 17.76)
H (17.33, 19.73, 17.92)
H (14.01, 19.56, 12.86)
H (14.93, 12.22, 14.10)
C (13.78, 17.67, 10.63)
H (12.44, 26.42, 17.30)
C (13.26, 13.54, 13.98)
H (15.08, 24.27, 10.14)
C (16.75, 20.65, 17.76)
H (12.41, 13.88, 14.61)
O (11.92, 26.14, 11.20)
H (14.38, 17.64, 11.55)
C (19.79, 12.43, 17.87)
N (12.91, 25.17, 21.37)
O (14.11, 14.64, 13.77)
H (8.33, 13.90, 19.21)
H (20.38, 19.73, 14.22)
H (12.17, 11.81, 21.57)
H (20.51, 10.38, 16.47)
H (13.94, 22.02, 13.42)
H (16.73, 10.24, 14.85)
H (10.07, 25.12, 11.81)
C (13.82, 16.72, 20.10)
H (11.86, 21.73, 17.46)
H (11.78, 13.01, 17.99)
H (13.77, 17.00, 8.88)
H (16.59, 20.72, 16.69)
H (9.82, 20.32, 9.77)
H (11.51, 23.78, 20.86)
H (7.51, 12.69, 18.06)
H (17.91, 24.04, 13.97)
C (15.20, 17.05, 16.11)
H (12.08, 19.28, 16.52)
H (10.73, 26.46, 12.82)
H (14.46, 23.44, 15.21)
H (9.67, 19.05, 17.92)
H (17.01, 13.83, 12.60)
H (12.83, 13.28, 13.00)
H (14.80, 21.45, 18.34)
O (17.37, 15.92, 21.67)
H (11.07, 22.39, 10.27)
O (14.47, 17.13, 9.52)
H (13.49, 18.72, 10.48)
H (8.86, 11.11, 17.18)
H (11.77, 16.90, 16.15)
C (14.53, 26.79, 22.08)


[2]
C45H29BaCl4N9O3S | ωB97M-V with the def2-TZVPD basis set

Computed properties:
energy above the lowest of the compared OMol25 structures with the same formula, charge and spin = 118.3 kcal per mole
orbital gap (alpha / beta) = 4.3 / 4.2 eV
net charge = -2
HOMO level (alpha / beta) = -1.3 / -1.2 eV
strongest force on any atom = 0.082 Eh/bohr
E_LUMO (alpha / beta) = 3.05 / 3.03 eV

Atoms and positions in Å:
C (19.79, 7.83, 13.86)
H (20.12, 10.64, 17.89)
H (15.96, 7.58, 13.10)
H (9.36, 10.38, 12.15)
H (16.46, 15.73, 18.06)
H (17.36, 16.67, 8.10)
C (14.42, 10.95, 16.86)
H (19.49, 5.92, 14.87)
C (15.97, 9.35, 10.05)
C (11.63, 13.30, 11.50)
C (16.91, 11.54, 15.87)
C (16.92, 8.95, 9.11)
Cl (16.40, 19.14, 7.94)
C (17.04, 7.63, 13.29)
C (16.73, 16.19, 17.11)
C (13.00, 13.11, 11.73)
N (17.43, 9.46, 11.70)
N (13.68, 12.04, 11.37)
O (14.96, 14.50, 13.97)
C (9.46, 12.07, 10.94)
Ba (16.44, 12.58, 12.48)
C (15.64, 17.53, 11.49)
N (8.98, 10.85, 11.38)
H (15.19, 17.75, 12.39)
C (15.52, 10.49, 17.55)
C (16.68, 9.02, 7.76)
N (16.42, 15.35, 12.45)
H (13.70, 12.00, 15.18)
C (19.04, 6.68, 14.26)
H (7.98, 10.78, 11.47)
H (15.37, 9.81, 18.40)
C (16.22, 18.01, 9.21)
H (13.87, 10.07, 10.32)
H (11.21, 10.12, 10.22)
C (19.71, 11.43, 7.44)
S (8.40, 13.21, 10.34)
C (18.12, 17.66, 15.77)
N (15.82, 11.79, 15.09)
C (13.09, 10.97, 10.84)
H (17.44, 8.78, 7.05)
C (14.69, 9.69, 9.50)
H (17.66, 17.69, 13.70)
H (11.15, 14.27, 11.71)
C (16.81, 10.92, 17.13)
C (16.85, 16.76, 9.13)
H (18.44, 17.29, 17.93)
C (14.38, 9.78, 8.16)
C (18.72, 12.39, 7.54)
C (17.69, 6.62, 13.97)
H (13.54, 13.86, 12.34)
Cl (20.74, 12.26, 15.66)
C (15.46, 9.51, 7.28)
C (17.37, 13.97, 8.81)
C (10.94, 12.18, 11.02)
C (18.31, 12.76, 8.83)
C (19.30, 11.56, 16.16)
H (19.89, 10.56, 10.68)
C (11.73, 10.98, 10.64)
H (17.92, 8.60, 9.45)
C (19.56, 11.14, 9.77)
C (16.30, 16.26, 11.44)
H (13.46, 10.30, 7.75)
C (17.80, 17.15, 17.05)
C (16.53, 16.12, 14.80)
C (14.65, 11.71, 15.66)
C (17.98, 10.58, 17.84)
H (19.76, 9.63, 12.67)
H (15.26, 9.81, 6.24)
H (18.24, 12.89, 6.69)
N (16.06, 15.80, 16.04)
H (20.73, 9.88, 8.56)
C (15.87, 15.36, 13.69)
O (16.94, 14.33, 7.72)
H (17.17, 5.77, 14.45)
C (16.78, 15.81, 10.13)
C (19.23, 10.85, 17.32)
H (13.34, 10.79, 17.04)
N (18.65, 12.11, 9.96)
H (18.98, 18.31, 15.63)
C (17.46, 17.19, 14.62)
Cl (17.93, 9.82, 19.42)
Cl (14.72, 19.90, 10.52)
C (18.19, 11.78, 15.29)
H (20.14, 11.18, 6.47)
H (20.85, 7.91, 14.05)
C (17.78, 8.71, 12.79)
C (20.12, 10.75, 8.60)
O (18.27, 12.01, 14.06)
C (15.58, 18.39, 10.37)
N (16.16, 9.49, 11.37)
C (19.16, 8.85, 13.14)
N (17.20, 14.53, 10.04)


[3]
C45H34BrFeN8O6PS2 | ωB97M-V with the def2-TZVPD basis set

Computed properties:
energy above the lowest of the compared OMol25 structures with the same formula, charge and spin = 0.0 kcal per mole
spin multiplicity = 6
<S²> = 8.7609
orbital gap (alpha / beta) = 4.7 / 4.7 eV
net charge = -1
HOMO level (alpha / beta) = -4.0 / -4.0 eV
strongest force on any atom = 0.060 Eh/bohr
E_LUMO (alpha / beta) = 0.71 / 0.65 eV

Atoms and positions in Å:
C (-1.19, 1.28, -4.32)
C (-2.48, 0.78, 3.54)
H (-3.31, 3.61, -0.61)
O (-0.86, -1.17, -0.70)
C (-2.02, -3.75, 1.99)
C (3.27, 0.88, 1.18)
H (-0.63, -6.38, 0.35)
C (4.81, 2.83, 0.56)
H (3.29, -5.61, -0.42)
H (-3.74, 2.17, -3.12)
H (-3.92, 3.89, 5.19)
C (4.86, 4.19, 0.61)
H (5.71, 4.83, 0.21)
H (-2.73, -7.25, 0.77)
H (-2.87, 3.58, 1.09)
C (1.68, 2.03, 2.14)
H (5.62, 2.22, 0.20)
C (3.54, -3.53, -0.07)
C (2.24, -3.02, 0.38)
H (-0.88, -5.10, -4.83)
C (-1.69, 1.57, -2.91)
H (-1.84, 2.74, -0.06)
H (-2.45, 6.32, 1.37)
H (-1.12, 1.02, -2.18)
S (-0.05, 4.77, -4.25)
C (1.10, -2.41, -4.01)
C (-3.25, -4.31, 2.36)
P (-0.44, 4.09, -2.47)
H (3.98, 5.96, 1.31)
O (-2.80, -1.78, -1.60)
H (1.99, 4.90, 2.38)
N (2.29, -1.68, 0.62)
C (-0.54, -4.22, -4.34)
H (-0.91, 0.23, -4.43)
Br (-2.79, -4.70, -2.78)
C (-0.58, 1.64, 2.71)
C (6.09, -3.74, -1.06)
C (0.29, -1.99, -3.00)
C (3.59, -1.33, 0.44)
N (-0.14, -2.38, 1.78)
C (-3.18, 1.26, -2.74)
H (7.11, -3.81, -1.45)
H (-4.09, -0.33, 4.43)
O (1.03, 2.31, -0.52)
C (-1.05, -4.44, 1.25)
H (-3.92, -3.65, 2.89)
Fe (0.43, -0.43, 0.56)
C (-1.58, 4.87, -0.08)
C (-1.41, -2.39, 2.16)
H (-0.25, 1.77, -4.51)
C (-1.75, 1.99, 3.50)
C (-1.62, -1.84, -1.49)
N (-0.66, 0.36, 2.21)
N (3.98, -0.08, 0.65)
H (-3.07, 6.41, -0.29)
C (-2.17, 6.18, 0.33)
C (-4.06, 1.77, 4.95)
N (2.02, 0.76, 1.74)
H (-1.39, 6.90, 0.11)
C (-1.27, -3.74, -3.25)
C (-2.24, 3.18, 4.10)
N (0.46, 2.44, 2.62)
H (2.01, -1.91, -4.31)
S (1.31, 3.21, -1.86)
C (-3.45, 3.04, 4.80)
H (-3.48, 1.15, -1.66)
C (-3.59, 0.60, 4.31)
H (-0.73, 4.64, 0.50)
C (-3.47, -5.60, 1.94)
C (0.63, -3.54, -4.74)
O (-1.60, 2.97, -2.43)
C (4.01, -4.76, -0.50)
C (4.38, -2.44, -0.01)
H (-4.97, 1.80, 5.57)
C (5.32, -4.93, -1.01)
C (-1.33, -5.74, 0.83)
C (0.09, -3.54, 1.09)
H (0.67, -1.12, -2.46)
H (6.39, -1.71, -0.31)
C (2.78, 4.33, 1.91)
C (-0.86, -2.61, -2.58)
H (5.54, -5.92, -1.44)
C (-2.52, -6.29, 1.20)
C (3.87, 4.91, 1.29)
N (-2.14, -1.46, 2.75)
H (1.22, -3.90, -5.53)
C (5.69, -2.52, -0.47)
H (-1.92, 1.53, -5.10)
C (-1.74, -0.18, 2.78)
C (-2.47, 3.61, 0.06)
C (3.70, 2.21, 1.19)
O (-1.09, 5.12, -1.47)
H (-4.39, -6.04, 2.15)
N (1.21, -3.87, 0.58)
H (-3.43, 0.30, -3.19)
H (-1.68, 4.13, 4.11)
C (2.69, 2.95, 1.82)
O (0.90, 0.92, -0.98)


[4]
C45H35HoN3O2P2STe | ωB97M-V with the def2-TZVPD basis set

Computed properties:
spin multiplicity = 5
<S²> = 6.0047
orbital gap (alpha / beta) = 6.5 / 6.5 eV
net charge = +1
HOMO level (alpha / beta) = -9.6 / -9.6 eV
strongest force on any atom = 0.052 Eh/bohr
E_LUMO (alpha / beta) = -3.08 / -3.08 eV

Atoms and positions in Å:
H (6.68, 2.09, 1.87)
C (1.17, 3.37, 3.93)
C (6.05, 0.60, 0.47)
C (2.99, 3.27, 5.49)
H (-2.18, 4.89, 2.91)
C (0.03, -3.52, -2.49)
H (-1.99, 2.42, -2.22)
H (2.69, 0.35, 3.80)
H (-4.48, 6.16, 0.67)
C (-1.33, -3.89, -2.59)
C (2.36, -3.85, -2.96)
C (0.33, -2.31, -1.82)
O (1.67, 1.56, -1.67)
C (-0.14, -0.64, 4.33)
C (-3.40, 2.96, 0.57)
C (-4.63, 2.31, 0.62)
H (-0.67, -2.06, 5.84)
C (-1.91, -1.89, -1.44)
H (-4.66, 1.23, 0.61)
H (-0.70, 3.78, -3.85)
C (-2.23, 3.84, 6.11)
H (4.09, 1.42, 5.53)
H (-0.11, 0.19, 5.03)
C (-0.82, 3.05, -0.52)
C (-5.80, 3.05, 0.71)
N (-1.82, 6.20, 5.98)
O (3.20, 0.16, -3.00)
C (2.49, 1.37, 4.11)
H (-1.77, 7.03, 4.11)
C (1.42, 2.06, 3.54)
C (0.59, 4.61, -2.35)
H (6.92, -0.02, 0.62)
Ho (0.29, 0.66, -0.39)
C (-0.44, -1.91, 4.79)
H (-0.07, -3.64, 1.90)
N (-0.66, -1.49, -1.32)
H (5.16, -0.71, -0.99)
C (3.27, 1.97, 5.08)
C (1.69, -1.91, -1.67)
C (3.96, 1.02, -0.60)
H (-3.34, -3.34, -2.11)
C (1.07, -4.28, -3.06)
C (3.81, 2.21, 0.10)
H (0.35, 3.91, 3.47)
C (-0.12, -2.79, 2.58)
C (-2.29, 3.75, 4.73)
H (1.72, 4.98, 5.23)
Te (-2.55, 1.86, 3.75)
H (1.14, 5.23, -3.05)
H (-0.69, -3.98, 4.27)
C (2.67, -2.67, -2.26)
C (-1.11, 2.26, 2.19)
C (-1.14, 3.02, -1.89)
H (3.60, 3.73, 6.26)
C (-0.45, -2.99, 3.91)
H (-1.92, 5.18, 7.76)
H (-6.66, 5.01, 0.83)
H (-6.75, 2.54, 0.77)
N (1.95, -0.73, -0.95)
S (2.69, 0.48, -1.71)
C (-0.44, 3.80, -2.80)
C (-1.99, 5.08, 6.68)
H (0.47, 3.89, 0.97)
C (1.95, 3.97, 4.91)
C (0.15, -0.42, 2.99)
C (-1.90, 6.11, 4.66)
H (-2.39, 4.86, 0.48)
C (-3.35, 4.35, 0.56)
H (3.17, -4.42, -3.41)
H (0.55, -1.41, 1.11)
P (-1.88, 1.96, 0.58)
H (1.72, 5.29, -0.66)
H (0.83, -5.20, -3.58)
C (4.79, 2.59, 1.00)
C (0.19, -1.52, 2.13)
C (5.07, 0.21, -0.43)
C (-2.14, 4.92, 3.99)
H (-1.58, -4.82, -3.10)
C (5.91, 1.79, 1.18)
C (-2.29, -3.09, -2.06)
H (2.93, 2.83, -0.07)
P (0.39, 1.26, 2.27)
C (0.92, 4.64, -1.00)
C (-5.74, 4.43, 0.74)
H (4.69, 3.52, 1.55)
C (0.23, 3.85, -0.09)
H (3.70, -2.35, -2.17)
C (-4.52, 5.08, 0.66)
H (-2.35, 2.96, 6.73)
H (-2.66, -1.23, -1.03)